Record 1
Entry from the Open Molecules 2025 dataset: a structure of composition C14H25N5O6SSn in a non-equilibrium geometry (ωB97M-V with the def2-TZVPD basis set).

Last column: natural (NBO) charge in e.
Positions of all 52 atoms, in Å:
O 1.505 -0.921 -3.225  -1.16
H 1.646 -0.080 -3.723  0.51
Sn 0.176 -0.254 -1.650  1.83
N -0.155 1.568 0.122  -0.17
N 1.499 1.577 -1.992  -0.11
N -1.152 -1.129 0.186  -0.11
N -0.482 -2.327 -2.025  -0.17
O -0.959 1.704 1.133  -0.70
O -1.559 -0.685 1.415  -0.58
O -0.106 -2.979 -3.175  -0.54
O 2.180 1.681 -3.052  -0.56
C 1.676 2.532 -1.033  0.07
C 0.801 2.532 0.085  0.14
C -1.677 -2.348 0.000  0.17
C -1.276 -3.008 -1.213  0.21
C 0.874 3.494 1.217  -0.66
H 1.103 2.966 2.156  0.21
H -0.101 3.989 1.338  0.25
H 1.648 4.252 1.042  0.21
C 2.779 3.469 -1.309  -0.65
H 2.586 3.993 -2.253  0.24
H 3.724 2.920 -1.420  0.23
H 2.894 4.200 -0.511  0.20
C -2.529 -2.957 1.061  -0.66
C -1.577 -4.377 -1.684  -0.67
H -3.391 -2.299 1.258  0.26
H -1.952 -3.048 1.998  0.23
H -2.890 -3.956 0.748  0.22
H -0.651 -4.952 -1.836  0.26
H -2.114 -4.333 -2.644  0.26
H -2.199 -4.894 -0.956  0.22
H -1.351 0.310 1.377  0.50
H 0.503 -2.288 -3.593  0.54
C -1.569 0.646 -2.407  -1.09
H -1.171 1.499 -2.942  0.24
H -2.429 0.975 -1.854  0.26
H -1.863 -0.100 -3.143  0.21
O -3.329 2.892 0.121  -0.97
H -4.171 2.548 0.453  0.46
H -2.634 2.470 0.677  0.50
S 2.130 -1.253 -0.231  -0.13
C 1.835 -0.791 1.382  0.10
N 1.024 -1.590 2.145  -0.48
C 0.595 -1.213 3.379  0.09
C 1.013 -0.008 3.906  -0.27
C 1.947 0.762 3.208  -0.10
C 2.396 0.343 1.960  -0.24
H 0.754 -2.493 1.758  0.44
H -0.098 -1.897 3.859  0.23
H 0.593 0.330 4.854  0.24
H 2.325 1.686 3.634  0.24
H 3.181 0.841 1.397  0.26

Values from the calculation:
Spin multiplicity   1
Frontier orbital gap (alpha / beta)   5.09 / 5.03 eV
E_LUMO (alpha / beta)   -1.18 / -1.18 eV
E_tot   -1885.94275 Ha
F_max   4.12 eV/A

=====

Record 2
Entry from the Open Molecules 2025 dataset: a structure of composition C22H31AuN3O9PS2Te in a non-equilibrium geometry (ωB97M-V with the def2-TZVPD basis set).

Last column: natural (NBO) charge in e.
Positions of all 70 atoms, in Å:
Au 0.754 -1.534 -0.759  1.34
C 2.844 5.935 -0.635  -0.26
O 1.984 4.840 -0.859  -0.47
C 2.477 3.585 -0.839  0.38
C 3.816 3.245 -0.560  -0.33
C 4.179 1.927 -0.502  -0.10
C 3.277 0.862 -0.716  -0.31
C 3.699 -0.493 -0.558  0.62
C 5.161 -0.871 -0.674  -0.69
O 2.942 -1.467 -0.330  -0.69
C 1.922 1.210 -1.091  0.43
O 1.038 0.396 -1.515  -0.68
C 1.575 2.576 -1.096  -0.29
H 2.204 6.816 -0.624  0.21
H 3.580 6.038 -1.439  0.18
H 3.361 5.860 0.327  0.18
H 4.555 4.010 -0.381  0.23
H 5.196 1.695 -0.222  0.21
H 5.808 -0.046 -0.943  0.23
H 5.236 -1.635 -1.449  0.26
H 5.501 -1.320 0.258  0.24
H 0.560 2.823 -1.357  0.24
C -1.857 -0.470 5.662  -0.62
C -1.858 0.254 4.326  -0.07
O -0.782 -0.196 3.525  -0.83
P -0.991 -0.768 2.029  2.05
O 0.351 -1.247 1.630  -1.24
Te -2.765 -2.377 1.978  -0.64
O -1.332 0.512 1.106  -0.85
C -2.581 1.178 1.084  -0.07
C -2.639 2.070 -0.144  -0.62
H -2.691 -0.104 6.255  0.22
H -0.925 -0.302 6.197  0.21
H -1.969 -1.541 5.509  0.22
H -1.730 1.334 4.468  0.18
H -2.813 0.068 3.816  0.19
H -2.684 1.798 1.981  0.17
H -3.400 0.442 1.078  0.20
H -1.816 2.778 -0.102  0.21
H -3.579 2.613 -0.166  0.23
H -2.543 1.482 -1.051  0.22
N -1.454 -1.753 -1.326  -0.75
C -2.092 -1.049 -2.400  0.03
C -1.338 -0.522 -3.438  -0.22
C -1.975 0.135 -4.484  -0.19
C -3.343 0.236 -4.459  -0.26
C -4.113 -0.298 -3.455  -0.20
C -3.482 -0.944 -2.406  -0.19
S -4.262 1.041 -5.842  2.42
O -3.231 1.715 -6.596  -1.01
O -4.833 -0.144 -6.459  -1.00
O -5.194 1.892 -5.134  -1.01
H -1.937 -1.571 -0.440  0.44
H -1.492 -2.761 -1.481  0.42
H -0.265 -0.621 -3.408  0.21
H -1.435 0.568 -5.309  0.25
H -5.183 -0.204 -3.516  0.25
H -4.056 -1.392 -1.606  0.21
S 0.448 -3.932 -0.438  -0.07
C 0.985 -3.890 1.159  0.36
N 0.298 -4.381 2.189  -0.55
C 0.971 -4.085 3.441  -0.23
C 2.373 -3.655 2.966  -0.23
N 2.203 -3.523 1.531  -0.56
H -0.704 -4.514 2.141  0.46
H 0.999 -4.973 4.074  0.22
H 0.457 -3.276 3.971  0.23
H 3.122 -4.432 3.159  0.21
H 2.695 -2.715 3.416  0.23
H 2.772 -2.929 0.939  0.45

Values from the calculation:
Energy above the lowest of the compared OMol25 structures with the same formula, charge and spin   243.1 kJ/mol
Spin multiplicity   1
Frontier orbital gap (alpha / beta)   3.48 / 3.48 eV
E_LUMO (alpha / beta)   -3.97 / -3.96 eV
E_tot   -3239.78406 Ha
F_max   2.40 eV/A

=====

Record 3
Entry from the Open Molecules 2025 dataset: a structure of composition C15H34Cl2F6NPPdSSi4Te in a non-equilibrium geometry (ωB97M-V with the def2-TZVPD basis set).

Last column: Löwdin charge in e.
Positions of all 66 atoms, in Å:
Pd 0.464 1.591 2.527  0.20
F 2.105 0.323 1.575  -0.30
P 1.862 -1.325 1.891  0.19
F 2.537 -1.160 3.299  -0.10
F 3.242 -1.594 1.167  -0.10
F 1.089 -1.373 0.395  -0.33
F 0.416 -0.867 2.544  -0.25
F 1.514 -2.847 2.087  -0.07
S -1.022 2.794 3.876  0.68
C -2.106 1.624 4.585  -0.62
N -2.744 2.028 5.708  0.08
C -3.652 1.282 6.372  0.00
C -3.960 0.028 5.924  0.00
C -3.313 -0.440 4.782  0.01
C -2.395 0.351 4.113  -0.06
H -2.534 2.954 6.066  0.17
H -4.091 1.729 7.252  0.16
H -4.693 -0.567 6.449  0.14
H -3.535 -1.431 4.409  0.13
H -1.899 -0.008 3.223  0.06
Cl 2.084 3.613 2.363  0.59
C 2.865 3.166 3.915  -0.83
Cl 2.131 1.657 4.522  0.63
H 2.689 3.962 4.629  0.05
H 3.919 2.991 3.738  0.06
C 1.911 2.952 -1.636  -0.20
Si 2.196 1.258 -2.301  0.50
C 3.534 0.289 -1.503  -0.17
C 1.912 1.024 -4.106  -0.20
Si -0.063 0.091 -1.545  0.36
Te -0.883 1.264 0.329  0.83
Si 0.918 -3.190 -1.676  0.77
C -0.560 -3.754 -0.785  -0.14
C 0.755 -2.907 -3.471  -0.16
C 2.580 -3.597 -1.105  -0.14
Si -2.293 0.425 -2.948  0.46
C -1.880 -0.279 -4.597  -0.19
C -3.513 -0.525 -1.930  -0.21
C -2.433 2.274 -2.926  -0.20
H 2.824 3.539 -1.796  0.07
H 1.711 2.931 -0.566  -0.02
H 1.092 3.467 -2.140  0.05
H 4.441 0.902 -1.459  0.07
H 3.778 -0.609 -2.073  0.04
H 3.280 0.004 -0.481  0.00
H 2.853 1.217 -4.633  0.07
H 1.173 1.727 -4.496  0.05
H 1.603 0.009 -4.359  0.02
H -1.486 -3.373 -1.217  0.05
H -0.517 -3.497 0.275  0.05
H -0.568 -4.850 -0.862  0.08
H -0.134 -2.348 -3.759  0.01
H 0.677 -3.913 -3.913  0.09
H 1.638 -2.429 -3.896  0.05
H 2.767 -3.292 -0.085  0.02
H 3.351 -3.184 -1.755  0.06
H 2.661 -4.694 -1.135  0.09
H -1.866 -1.368 -4.601  0.03
H -0.936 0.093 -4.999  0.03
H -2.670 0.032 -5.292  0.07
H -3.592 -1.559 -2.270  0.05
H -4.505 -0.075 -2.030  0.06
H -3.259 -0.526 -0.870  0.00
H -1.928 2.721 -3.784  0.05
H -2.046 2.731 -2.020  -0.02
H -3.495 2.534 -2.997  0.06

Values from the calculation:
Energy above the lowest of the compared OMol25 structures with the same formula, charge and spin   275.4 kJ/mol
Spin multiplicity   2
Frontier orbital gap (alpha / beta)   5.69 / 5.25 eV
Total charge   +3
E_LUMO (alpha / beta)   -10.77 / -11.29 eV
E_tot   -4458.96781 Ha
F_max   1.08 eV/A